DFT (the ωB97M-V functional and the def2-TZVPD basis) results for a single C7H10OS molecule.

Geometry as XYZ:
```
19
Properties=species:S:1:pos:R:3:forces:R:3
C 2.588960 -1.874661 0.480639 0.8 1.9 -0.5
C 1.794113 -0.870550 -0.346709 0.1 3.5 0.5
C 0.206828 -0.773557 -0.224429 2.4 1.0 0.3
S -0.386272 0.085564 1.319824 -0.2 -0.6 -0.3
C -1.522535 1.097880 0.420133 -0.4 1.0 -1.3
C -2.561552 2.025410 1.132881 -0.1 0.8 -1.6
C -1.369332 0.948741 -0.947240 -5.0 3.0 2.8
C -0.385272 0.097836 -1.318848 1.8 -1.7 -1.1
O -0.089372 0.079300 -2.482769 1.5 -1.1 -1.8
H 3.571625 -2.068732 0.008679 -0.4 0.3 0.4
H 2.698232 -1.628482 1.532597 0.1 0.2 0.0
H 2.060722 -2.742688 0.417813 -1.3 -2.9 0.1
H 2.034052 -0.948756 -1.392469 -0.3 -0.7 -0.6
H 2.185614 0.207729 -0.193292 -0.5 -1.5 0.2
H -0.104030 -1.779780 -0.416661 -1.0 -0.6 0.6
H -2.177714 2.765955 1.905558 -0.2 -1.4 -0.8
H -3.133982 2.680913 0.352481 1.3 -1.2 1.1
H -3.339163 1.364602 1.520712 0.2 0.1 0.5
H -2.070920 1.333277 -1.768899 1.3 -0.2 1.6
```
Forces are in eV/Å.

Calculated values
**E_HOMO**: -0.317 Ha
**HOMO-LUMO gap**: 9.02 eV
**2S+1**: 1
**Relative energy (zero: lowest compared OMol25 entry of this formula, charge and spin)**: 88.2 kJ/mol
**Total charge**: 0
**Lowest unoccupied orbital energy**: 0.39 eV

=====

DFT (the ωB97M-V functional and the def2-TZVPD basis) results for a molecular structure, C7H10S.

Geometry as XYZ:
```
18
Properties=species:S:1:pos:R:3:forces:R:3
C 0.533836 2.111722 0.002717 0.4 0.5 -0.2
C -0.615093 1.140791 -0.029638 -0.6 -0.1 0.1
C -0.588001 -0.065534 -1.003486 -0.7 0.4 -0.2
C -1.973213 -0.633791 -0.684039 -0.3 -0.7 -0.8
C -1.989406 -0.655029 0.645186 -0.6 0.2 1.4
C -0.654782 -0.031744 1.029993 0.5 0.2 0.2
C 0.260470 -0.835271 0.020160 0.0 -1.0 0.3
H 0.513525 2.790067 -0.855813 -0.3 0.0 0.0
H 0.364134 2.707375 0.894514 0.4 0.3 0.2
H 1.570353 1.739352 -0.006257 -0.6 -0.2 0.3
H -1.593131 1.671619 -0.070267 0.8 0.0 0.0
H -0.285342 0.062974 -2.027768 0.1 -0.1 -0.4
H -2.725976 -0.959376 -1.418382 0.5 0.2 0.5
H -2.747723 -0.918352 1.410941 0.5 0.0 -1.0
H -0.386163 0.143497 2.093775 -0.2 -0.3 -0.7
H 0.083933 -1.926324 0.000964 0.1 0.6 0.1
H 2.383245 -1.916988 0.060988 -0.2 0.5 0.0
S 2.061267 -0.598794 0.001997 0.2 -0.5 0.1
```
Forces are in eV/Å.

Calculated values
**E_HOMO**: -0.329 Ha
**HOMO-LUMO gap**: 9.79 eV
**2S+1**: 1
**Relative energy (zero: lowest compared OMol25 entry of this formula, charge and spin)**: 212.5 kJ/mol
**Total charge**: 0
**Lowest unoccupied orbital energy**: 0.85 eV

=====

- Look up the E_HOMO of the first one.
  -0.317 Ha

=====

Copy entry 2 word for word.
DFT (the ωB97M-V functional and the def2-TZVPD basis) results for a molecular structure, C7H10S.

Geometry as XYZ:
```
18
Properties=species:S:1:pos:R:3:forces:R:3
C 0.533836 2.111722 0.002717 0.4 0.5 -0.2
C -0.615093 1.140791 -0.029638 -0.6 -0.1 0.1
C -0.588001 -0.065534 -1.003486 -0.7 0.4 -0.2
C -1.973213 -0.633791 -0.684039 -0.3 -0.7 -0.8
C -1.989406 -0.655029 0.645186 -0.6 0.2 1.4
C -0.654782 -0.031744 1.029993 0.5 0.2 0.2
C 0.260470 -0.835271 0.020160 0.0 -1.0 0.3
H 0.513525 2.790067 -0.855813 -0.3 0.0 0.0
H 0.364134 2.707375 0.894514 0.4 0.3 0.2
H 1.570353 1.739352 -0.006257 -0.6 -0.2 0.3
H -1.593131 1.671619 -0.070267 0.8 0.0 0.0
H -0.285342 0.062974 -2.027768 0.1 -0.1 -0.4
H -2.725976 -0.959376 -1.418382 0.5 0.2 0.5
H -2.747723 -0.918352 1.410941 0.5 0.0 -1.0
H -0.386163 0.143497 2.093775 -0.2 -0.3 -0.7
H 0.083933 -1.926324 0.000964 0.1 0.6 0.1
H 2.383245 -1.916988 0.060988 -0.2 0.5 0.0
S 2.061267 -0.598794 0.001997 0.2 -0.5 0.1
```
Forces are in eV/Å.

Calculated values
**E_HOMO**: -0.329 Ha
**HOMO-LUMO gap**: 9.79 eV
**2S+1**: 1
**Relative energy (zero: lowest compared OMol25 entry of this formula, charge and spin)**: 212.5 kJ/mol
**Total charge**: 0
**Lowest unoccupied orbital energy**: 0.85 eV